1.
Formula: C36H95N9O14
Source: OMol25
Level of theory: the ωB97M-V functional and the def2-TZVPD basis

Positions of all 154 atoms, in Å:
H -3.39 5.21 -2.04
H -7.23 5.07 -1.86
N 2.26 -2.17 0.90
H 5.31 -0.63 0.70
H -10.75 8.53 -3.08
H -11.04 6.87 -3.22
H -0.41 -2.70 1.17
H -3.08 4.34 -4.87
C 3.68 -2.01 1.31
H 4.07 -0.30 -2.26
C -10.77 7.62 -2.48
H 0.25 3.90 1.07
H 3.69 1.70 2.38
H 2.26 -4.04 1.96
H 2.31 -2.71 0.04
H -6.58 -0.97 2.18
C 0.69 2.56 -5.00
C 5.02 -6.66 -2.01
N -7.18 6.60 -0.38
C 8.25 -4.71 4.73
H 4.20 -5.05 -0.80
H -2.42 -1.88 -3.05
H 5.63 0.04 -1.52
H -3.05 -1.13 0.74
H 5.80 -1.30 4.48
H -5.39 -1.43 0.03
H 1.43 1.11 -6.34
C 4.87 -0.10 5.92
H -5.73 7.42 0.70
H -4.60 5.02 -4.19
H -3.85 0.62 -1.61
C -7.44 6.14 -1.73
C 2.25 -4.12 -2.43
H 6.98 -5.85 -0.30
O 7.22 -3.91 5.32
H -11.56 7.52 -1.74
H 1.52 -2.83 2.83
C -3.15 4.26 1.23
H 4.09 -0.66 6.43
H -2.23 -0.03 -1.26
H 5.54 -1.29 -2.68
C 4.99 -0.76 -1.90
C 0.55 -1.68 -2.03
C 1.65 -3.16 1.79
C -3.13 -2.29 -2.33
H 4.37 -2.86 1.27
H 3.04 -6.39 -1.39
C -0.25 1.10 0.12
H 0.59 -0.60 0.88
H -2.32 4.44 1.91
H -3.07 3.07 -1.55
O -9.44 7.51 -2.01
H -2.50 -2.63 -1.51
H -5.83 -3.01 2.92
C 0.25 -3.55 1.36
H -9.50 5.53 -1.21
N 2.26 4.36 0.19
N 3.45 -4.81 -2.71
H -3.73 3.46 1.68
H 1.52 3.14 -5.42
C 7.30 -5.83 -1.35
H -4.17 -2.73 2.31
O -5.48 -3.44 0.94
C 2.92 1.18 2.94
H 4.19 -4.14 -2.82
O -3.98 5.40 1.06
H 7.93 -6.72 -1.45
H 1.45 -1.79 -1.43
C 3.85 -5.70 -1.60
O -1.18 1.92 0.05
H 2.36 1.87 3.58
H 1.41 -4.79 -2.61
C -9.01 6.18 -1.94
O 6.28 -5.96 -2.36
H -7.68 7.45 -0.18
H -0.05 5.42 2.02
H -5.13 4.61 -0.33
C -3.30 -0.19 -1.11
H 0.10 0.56 -5.24
N -0.16 0.07 0.87
C 1.69 5.11 1.08
O 0.44 -4.43 0.23
H -0.92 -0.17 1.50
O -3.08 3.25 -2.49
H -0.38 -4.18 1.97
H 3.88 -1.79 2.36
H 1.70 3.61 -0.16
H 1.89 -3.36 -4.45
C -3.74 -0.36 0.39
H -6.02 4.80 1.25
H -5.32 -5.33 1.97
H -6.84 6.78 -2.36
H -0.43 -1.94 -1.63
H 3.25 4.53 0.07
H 4.73 -7.20 -2.91
H -3.46 0.55 0.92
O 3.48 0.19 3.82
C -2.93 4.57 -2.78
H -0.30 2.73 -3.31
C -5.04 -4.78 1.07
H 4.94 1.55 4.40
C 1.03 1.12 -5.33
H 5.28 0.54 6.70
N 5.95 -0.91 5.40
H -3.17 6.05 -4.45
O 4.57 -1.66 -0.90
H -2.68 3.94 0.30
H 0.46 -0.66 -2.39
H 5.87 -2.45 6.97
H -1.45 -5.36 0.14
H -5.04 -0.69 2.81
H 3.92 0.02 0.36
H -5.16 6.83 -0.90
C -5.75 6.59 -0.01
H -3.68 -3.15 -2.70
H 7.78 -5.68 4.58
O 0.62 -2.51 -3.18
H -0.39 -5.63 -1.12
N -5.20 -0.64 0.63
H -1.14 -4.03 -1.06
H 2.66 -2.16 -3.51
H -0.20 2.94 -5.50
H 8.23 -2.19 5.10
N 0.81 1.17 -0.58
C 6.54 -1.75 6.47
C 7.65 -2.70 5.87
H -5.43 -5.37 0.24
H 3.51 1.52 5.43
H 5.07 -7.56 -1.40
O 2.23 6.11 1.52
H 0.81 1.61 -1.48
C 4.18 0.90 4.83
C -3.51 5.05 -4.17
H 1.53 0.56 -0.22
O 0.60 2.67 -3.62
H 9.17 -4.73 5.32
C -0.71 -4.83 -0.46
C 1.92 -2.96 -3.44
H -3.96 -4.84 1.05
H 8.23 -3.07 6.72
H -1.88 4.82 -2.89
H 2.28 -3.68 -1.43
C -5.30 5.23 0.55
O -3.92 -1.29 -1.82
H 6.95 -1.14 7.28
H 8.58 -4.43 3.73
C 4.35 -0.98 0.32
C -5.24 -2.63 2.09
C -5.53 -1.15 1.95
H -9.20 5.56 -2.82
H 2.20 0.68 2.29
N 0.47 4.84 1.38
H 1.77 0.57 -4.74
H 7.79 -4.87 -1.52

SMILES	COCCNCCOC.COCCNCCOC.COCCNCCOC.COCCNCCOC.COCCNCCOC.NC(N)=O.NC(N)=O.CCO.CCO
lowest unoccupied orbital energy	0.0112	hartree
frontier orbital gap	0.3191	Ha
highest occupied orbital energy	-8.378	eV


2.
Formula: C31H65BCl42N6O5PS
Source: OMol25
Level of theory: the ωB97M-V functional and the def2-TZVPD basis

Positions of all 152 atoms, in Å:
H -8.83 6.72 -1.23
Cl -5.56 6.36 8.32
H 6.51 -0.76 -4.01
C -5.60 1.89 0.62
C -2.10 4.89 3.39
N -2.14 1.46 4.18
O -1.46 1.38 5.15
Cl 8.37 -8.97 0.08
C -5.28 9.11 0.66
Cl 6.82 0.34 -1.95
C 2.56 -4.30 -2.38
N -1.90 -1.17 0.51
C 2.70 -4.31 5.10
N 0.34 -0.01 0.26
H 5.29 -0.24 4.29
H 7.99 -2.12 -8.58
H -7.76 9.62 -5.84
H -8.28 2.77 6.82
Cl -6.93 5.92 -0.10
H -6.23 9.55 0.97
C 5.49 -11.51 -1.83
Cl -7.41 7.66 -7.11
H -9.80 3.60 6.41
Cl 11.82 -2.91 -7.40
H -9.62 2.85 0.50
C -7.24 5.80 8.32
H -6.22 8.82 -5.43
H 6.24 -11.88 -1.13
H -10.45 1.69 -0.56
Cl -6.75 2.69 -4.20
H 6.77 -7.61 -0.89
C -5.32 -0.15 1.97
H -8.07 5.35 -2.08
H 0.69 -0.84 -2.16
C -2.09 -0.24 2.66
Cl 4.29 -3.97 -2.53
H -6.45 1.70 3.88
H 5.84 -1.69 -2.65
O -2.97 -2.84 3.78
C 12.15 -5.69 2.76
Cl -0.36 4.80 -3.12
Cl -6.02 10.22 -7.31
Cl -2.63 3.45 2.50
H 10.37 -7.84 -0.49
C 3.04 1.27 -0.06
Cl 12.12 -7.46 2.80
H -3.69 -2.28 4.22
C 9.74 -7.89 0.40
H -6.04 1.05 -5.73
C 5.94 -0.70 -3.08
H 3.79 0.62 3.88
C -2.86 -1.24 1.69
H -5.81 3.12 2.93
H 3.48 0.27 0.27
H -4.65 1.84 3.59
H 10.32 -8.29 1.23
Cl -6.16 -0.12 -3.68
Cl 4.06 -1.36 2.63
Cl -4.56 -1.21 5.60
H -0.48 2.86 -0.19
H 1.42 3.91 -1.48
Cl -8.45 2.49 -1.51
H -0.18 6.51 -4.73
C 0.48 6.10 -3.97
B -3.02 -2.76 2.34
C -9.49 2.00 -0.17
C -5.66 2.00 3.10
C 8.85 -2.64 -9.00
H -4.74 -1.77 0.62
H -6.49 -2.52 5.30
H -2.98 5.39 3.79
H 6.36 -4.50 -6.15
N -1.59 0.79 1.69
S 0.91 -1.23 -0.85
Cl 9.71 -1.53 -10.08
H -3.99 -0.20 0.08
H 14.11 -2.74 -7.96
C 6.02 -7.25 -1.60
H 5.74 -8.05 -2.28
H 5.67 -3.60 -4.77
Cl 1.61 -3.20 -3.40
Cl 1.80 -3.21 4.04
Cl 4.58 -6.73 -0.70
H -5.46 8.18 0.11
C -6.71 1.06 -4.88
H 2.36 -5.32 -2.69
H 2.56 3.99 0.03
C 4.64 0.07 3.48
H 2.94 1.21 -1.20
H -7.72 0.79 -5.20
Cl 9.19 -6.26 0.81
H -7.73 6.15 7.41
Cl -7.04 7.41 -2.60
H 0.75 6.87 -3.25
Cl -9.50 1.64 5.15
H 0.18 3.50 1.40
H -1.44 4.58 4.20
O -2.71 0.22 3.88
P 1.36 1.38 0.83
Cl -4.32 8.75 2.10
H -4.23 -4.26 1.65
C -4.26 -0.80 1.00
Cl 4.06 -10.99 -0.93
Cl 6.71 -5.91 -2.53
Cl 5.54 1.14 2.39
Cl 13.20 -0.73 -8.77
Cl -8.78 0.66 0.74
H -1.28 -2.01 0.61
C -5.99 -2.08 6.16
H 2.26 -4.16 -1.34
Cl 8.02 -3.41 -4.87
Cl 1.95 5.51 -4.75
C 0.49 3.03 0.40
Cl -5.55 -3.36 7.29
H 2.39 -4.14 6.13
Cl 6.18 -10.18 -2.76
Cl 4.44 -4.03 4.99
C -8.94 3.08 6.01
H -6.66 -1.38 6.66
Cl 6.04 -2.22 -6.65
Cl 13.81 -5.08 2.74
H 1.09 5.13 -0.13
H -7.75 6.21 9.19
H -5.69 1.14 -0.25
H -2.40 1.21 1.21
C 13.18 -2.47 -8.45
H -6.41 2.67 0.44
C -0.88 -0.12 0.75
H 11.65 -5.31 3.64
C -6.88 9.11 -6.24
H -2.70 -4.73 2.00
H 3.76 2.08 0.27
C 1.48 4.07 -0.34
O -5.74 -0.88 2.91
Cl -1.23 5.99 2.32
Cl -7.32 4.04 8.37
H 2.49 -5.33 4.81
C -7.88 6.28 -1.54
Cl -8.05 4.16 4.93
Cl 8.30 -4.07 -9.88
Cl 4.33 -0.05 -3.43
C 6.41 -3.58 -5.58
O -0.84 -0.90 2.99
H 9.53 -2.95 -8.21
H 11.64 -5.35 1.86
N -5.91 1.18 1.89
H 13.09 -3.00 -9.39
H 5.21 -12.31 -2.52
H -0.75 -0.97 3.97
Cl -4.44 10.24 -0.40
N -3.24 -3.99 1.52
H -4.55 2.32 0.59

charge	+1
lowest unoccupied orbital energy	-0.1127	hartree
frontier orbital gap	0.2865	Ha
highest occupied orbital energy	-10.864	eV


3.
Formula: C45H35O27S
Source: OMol25
Level of theory: the ωB97M-V functional and the def2-TZVPD basis

Positions of all 108 atoms, in Å:
C -4.56 -2.90 5.45
C -6.74 3.99 -0.31
O 5.58 6.22 -4.75
O -1.89 -4.44 -0.28
C 3.59 -1.67 -1.47
H 2.72 -0.51 0.55
C -4.88 -4.18 4.82
C 5.12 2.07 1.45
O 6.23 4.17 0.84
H -3.05 -1.88 8.01
C -2.65 -2.21 -0.47
O 2.93 9.58 -2.73
C -5.30 5.94 -0.06
C 4.70 1.15 2.52
O 7.81 -3.98 0.73
C -4.27 -4.89 -4.86
C -5.57 3.10 -0.05
O -5.50 -4.25 3.76
O -4.75 -6.64 4.90
C -4.13 5.05 0.17
H -4.26 0.46 -0.14
C 5.59 2.72 4.20
H 2.87 9.41 -0.55
H 6.53 4.54 3.43
C 3.93 8.01 -1.28
C 5.01 6.84 -3.65
O -5.08 7.31 -0.03
H -4.67 -2.11 -6.97
C 2.60 -1.47 -0.15
O -3.56 -1.65 7.20
O 8.90 -1.81 -0.01
C -4.35 3.60 0.17
O -4.87 -2.29 -2.51
H 4.08 -3.18 -3.34
C 4.68 6.92 -1.14
H 4.80 1.03 5.65
C -4.80 -2.08 -4.85
O -5.45 -0.79 1.21
H -6.75 1.63 -0.23
O 3.38 8.65 -0.18
H -5.25 -6.40 4.09
C 5.27 6.25 -2.31
H 4.53 0.46 -1.37
C 4.25 7.93 -3.79
H -7.38 6.08 -0.45
C -4.62 -2.67 -6.04
C -3.39 -4.10 7.25
C -4.65 -1.65 0.86
H -4.41 -4.86 -2.75
H 6.08 5.46 -4.38
C -6.52 5.44 -0.28
S 8.20 -3.10 -0.52
H -4.12 7.42 0.14
H 6.90 -2.72 -2.68
C 6.64 -2.63 -1.52
O -7.84 3.50 -0.52
O 9.20 -4.03 -1.54
C 2.19 -4.10 -1.97
C 3.35 -3.03 -2.41
H 4.21 0.23 2.22
O -5.07 -0.73 -4.76
H -3.93 -6.43 -5.92
H -3.50 2.97 0.35
H 4.05 8.37 -4.76
H 0.41 -4.75 -0.39
C -4.72 -3.04 1.35
C -3.86 -2.85 6.59
H 6.19 -0.89 -0.06
C 5.82 3.33 1.85
H -5.16 -0.55 -3.80
O -5.79 1.74 -0.05
C 1.22 -3.92 -0.65
O -3.02 5.54 0.35
H -4.91 -2.00 4.96
H 5.96 3.73 0.00
O -3.50 0.00 -0.56
C -4.33 -4.11 -6.13
C -4.72 -2.86 -3.59
C -3.82 -3.94 0.97
H 7.06 -0.39 -1.71
H 2.08 -5.07 -2.63
C 1.42 -2.54 0.28
O -4.15 -4.67 -7.20
C -4.45 -4.30 -3.68
H 0.72 -2.37 1.22
O -4.03 -6.25 -4.96
C -3.55 -1.30 -0.09
C -4.42 -5.43 5.49
C -2.71 -3.59 0.04
O -3.89 -5.25 1.42
H 5.83 -3.43 -1.18
O 5.76 2.98 5.39
O -2.73 -4.03 8.29
C -3.73 -5.39 6.63
H 4.89 6.49 -0.17
H 4.90 -0.45 -3.05
O 5.95 5.24 -2.21
C 6.03 3.63 3.13
C 3.64 8.59 -2.62
H -5.53 -3.28 2.02
O 4.53 0.59 4.81
C 6.22 -1.07 -1.21
H -3.39 -6.29 7.13
C 4.92 1.45 3.80
H -1.85 -1.97 -1.15
O 4.92 1.83 0.27
C 4.80 -0.60 -1.88
H -3.13 -5.71 1.00

charge	-1
lowest unoccupied orbital energy	-0.0330	hartree
frontier orbital gap	0.1372	Ha
highest occupied orbital energy	-4.633	eV